63
Properties=species:S:1:pos:R:3:forces:R:3:lowdin_spin:R:1 method="wB97M-V/def2-TZVPD" e_above_lowest_kcal_mol=2.6 total_charge=-1 multiplicity=5
Ru -1.48311 0.88591 -1.84924 -0.02 0.50 -0.25 1.38
S 2.48129 3.19943 -1.11231 -0.53 0.04 -0.16 0.02
Sb 0.71910 3.36835 -2.53935 0.43 0.83 -0.38 0.02
S 0.09793 1.16655 -3.44641 -0.23 0.07 0.32 0.13
S -1.40678 3.11802 -1.34695 0.05 -0.79 -0.14 0.40
S 0.63862 5.11921 -3.98221 -0.10 -0.57 0.29 0.01
S -3.82776 0.75825 -1.70422 0.23 0.18 0.46 0.26
C -3.85177 0.89049 0.03038 1.13 0.11 -1.06 0.12
N -5.08290 0.94617 0.57485 -0.74 -0.13 0.16 0.39
N -5.18350 1.18475 1.87004 0.12 -0.32 -0.16 0.26
C -4.41826 2.01685 2.67829 0.23 0.43 0.42 0.01
C -3.61838 3.03142 2.14770 -0.20 0.12 -0.07 0.05
C -2.92909 3.87440 2.99859 -0.01 0.01 0.07 0.00
C -3.02326 3.72357 4.37658 0.04 -0.04 0.05 0.05
C -3.81770 2.71461 4.90491 0.04 0.09 0.03 0.00
C -4.51645 1.86858 4.06433 -0.08 -0.14 -0.22 0.05
N -2.75280 0.88436 0.75493 -0.25 -0.64 0.62 0.17
N -1.62687 0.61123 0.13348 -0.05 -0.10 -0.77 0.36
C -0.48489 0.43917 0.88116 0.37 -0.12 0.49 0.01
C -0.48768 0.64142 2.27280 -0.15 0.03 -0.20 0.07
C 0.65182 0.37881 3.00289 0.05 0.05 0.03 -0.01
C 1.80366 -0.08280 2.37350 0.04 0.02 -0.04 0.08
C 1.82331 -0.24764 0.99522 -0.07 -0.09 0.20 -0.01
C 0.69391 0.01393 0.24622 -0.31 0.06 0.02 0.09
H -5.96828 0.71823 2.29687 -0.14 0.16 0.00 0.00
H -3.55096 3.16619 1.07699 -0.02 0.09 0.09 0.01
H -2.31791 4.66471 2.58344 0.02 -0.03 -0.04 0.00
H -2.47922 4.38840 5.03435 0.00 -0.01 0.00 0.00
H -3.89337 2.58754 5.97701 -0.01 -0.01 0.00 0.00
H -5.13029 1.07139 4.46894 0.00 0.02 0.03 0.00
H -1.39524 1.00722 2.73152 0.03 -0.03 0.09 0.00
H 0.65074 0.54621 4.07270 -0.03 -0.03 0.01 0.00
H 2.69246 -0.30409 2.95089 -0.01 0.02 0.04 0.01
H 2.71857 -0.59304 0.49556 -0.46 0.00 0.27 0.00
H 0.71832 -0.13031 -0.82959 0.01 -0.05 0.01 0.01
C 5.07952 0.29991 0.17340 0.00 0.03 -0.03 0.00
C 4.38621 -0.63435 -0.77842 0.42 -0.17 -0.31 0.00
C 4.64848 -2.00268 -0.76494 0.06 0.09 -0.01 0.00
C 3.99581 -2.86465 -1.63567 -0.12 -0.06 -0.03 0.00
C 3.08154 -2.34321 -2.53451 0.00 -0.30 -0.12 0.00
C 2.80569 -0.98638 -2.56511 0.09 0.03 -0.07 0.00
C 3.45239 -0.13649 -1.68701 0.13 -0.06 -0.26 0.00
S 2.23624 -3.42201 -3.67029 -0.19 -0.05 -0.09 0.00
O 2.47238 -2.97696 -5.01240 -0.13 0.24 0.13 0.00
O 2.56779 -4.77444 -3.31249 -0.02 0.07 0.14 0.00
N 0.63068 -3.21277 -3.34668 0.35 -0.05 0.01 0.00
C 0.23656 -3.60312 -1.98915 -0.05 -0.07 0.07 0.00
C -1.27093 -3.51653 -1.78999 0.18 0.32 -0.11 0.00
C -1.77527 -2.09079 -1.56093 -0.47 -0.40 0.25 0.00
O -2.63760 -1.90357 -0.71309 0.29 0.14 -0.23 0.03
O -1.22991 -1.18482 -2.32406 -0.03 0.53 0.38 0.04
H 5.99515 -0.14255 0.56554 0.00 0.01 0.01 0.00
H 4.42413 0.54423 1.01342 0.06 0.03 0.02 0.00
H 5.31946 1.24208 -0.31833 0.02 0.00 0.00 0.00
H 5.37824 -2.40025 -0.06888 -0.01 0.00 0.02 0.00
H 4.17444 -3.93186 -1.63545 0.06 0.03 0.05 0.00
H 2.09549 -0.59846 -3.28247 -0.01 0.08 0.01 0.00
H 3.22404 0.92371 -1.69422 0.01 -0.04 -0.02 0.00
H 0.29478 -2.28177 -3.58778 0.06 -0.01 -0.03 0.00
H 0.74090 -2.98043 -1.23706 -0.02 -0.03 0.01 0.00
H 0.57424 -4.62959 -1.85511 -0.04 0.00 0.05 0.00
H -1.56139 -4.08744 -0.91075 -0.01 -0.05 -0.03 0.00
H -1.78230 -3.93232 -2.66144 -0.01 -0.02 0.01 0.00